Below is the molecule C16H19FN4O in a non-equilibrium geometry, with properties calculated with ωB97M-V with the def2-TZVPD basis set.

Output
M   302.35 g/mol
Highest occupied orbital energy   -0.2930 Ha
Electronic energy   -27626.5679 eV
Maximum force   1.07 eV/A

XYZ file:
```
41
Properties=species:S:1:pos:R:3:lowdin_charge:R:1
C 3.3997 2.6241 -0.3490 -0.050
C 4.1646 2.6638 0.9751 -0.451
C 4.8223 4.0258 1.1790 -0.045
O 3.3094 2.4602 2.0884 -0.133
C 2.9381 1.1272 2.3326 -0.232
C 1.9549 1.1343 3.4997 -0.146
C 0.5774 1.6464 3.0673 -0.188
N -0.1779 0.6502 2.3470 0.052
C -0.3453 0.6583 1.0016 -0.268
N 0.0551 1.7173 0.3021 0.136
C -0.1381 1.7329 -1.0110 -0.228
N -0.6910 0.8088 -1.7601 0.129
C -1.1157 -0.2659 -1.0853 -0.174
C -0.9715 -0.3958 0.3103 -0.106
N -1.5034 -1.6013 0.7108 0.129
C -2.0005 -2.2486 -0.3907 -0.199
C -2.6363 -3.4806 -0.4765 -0.010
C -3.0427 -3.9115 -1.7218 -0.011
C -2.8121 -3.1204 -2.8468 -0.274
F -3.2315 -3.5925 -4.0437 0.046
C -2.1855 -1.8960 -2.7939 0.068
C -1.7738 -1.4544 -1.5414 -0.089
H 2.5869 3.3443 -0.3178 0.079
H 2.9750 1.6405 -0.5326 0.064
H 4.0678 2.8693 -1.1699 0.080
H 4.9420 1.8794 0.9724 0.142
H 5.5240 4.2300 0.3755 0.078
H 4.0579 4.7975 1.1933 0.083
H 5.3506 4.0456 2.1284 0.078
H 2.4661 0.6762 1.4486 0.112
H 3.8304 0.5286 2.5847 0.127
H 1.8676 0.1276 3.9152 0.110
H 2.3539 1.7949 4.2691 0.116
H 0.0000 1.9464 3.9478 0.118
H 0.7007 2.5009 2.4023 0.112
H -0.3603 -0.2130 2.8341 0.132
H 0.2123 2.6209 -1.5204 0.104
H -1.5765 -1.9397 1.6545 0.153
H -2.8099 -4.0832 0.4020 0.111
H -3.5422 -4.8592 -1.8457 0.117
H -2.0216 -1.3047 -3.6790 0.129
```